No. 1
C8H12Ag3BBr6F4O6 | ωB97M-V/def2-TZVPD

XYZ file:
```
40
Properties=species:S:1:pos:R:3:forces:R:3
Ag -0.8351 0.0435 -2.8846 -1.6452 0.4655 -0.4828
Ag 1.6299 2.8000 -3.3681 -1.3582 0.3649 -0.4508
Ag -1.3225 2.8543 -0.8694 -1.3581 0.3170 -1.5937
C -1.1265 3.2327 -3.9003 -2.1195 0.7910 0.3221
O -0.8835 3.9710 -2.8239 1.1715 -0.1881 0.4736
O -2.0285 3.5742 -4.6769 0.8409 -0.2290 -0.2658
O -0.4440 2.1141 -4.0484 1.6073 -0.0535 -0.2677
C -3.5775 0.8634 -2.7089 0.0893 1.1134 -0.9681
O -3.0662 0.0069 -3.5607 0.3651 -0.4680 0.6087
O -2.8456 1.1560 -1.6421 0.9292 -0.2377 0.8276
O -4.6489 1.4679 -2.9345 -0.1844 -0.6220 0.3805
B 1.2018 1.2675 -0.8527 0.9006 0.2584 0.0149
F -0.0910 0.9696 -0.4491 0.2877 -0.6127 0.9053
F 1.3578 0.7676 -2.1584 0.5878 -0.8475 -0.2187
F 1.4015 2.6738 -0.9555 0.0628 -0.1674 0.6005
F 2.1710 0.7128 -0.0282 -0.1355 -0.0925 0.2136
Br -3.7687 0.5237 1.9127 -0.1246 -0.2215 -0.2170
C -2.5888 1.4688 3.1065 0.2319 0.6873 -0.5470
C -1.3582 1.8784 2.3285 0.2571 -0.5633 0.1413
Br -0.0579 2.7148 3.5268 -0.0532 0.1275 0.1007
H -2.3396 0.8248 3.9408 -0.1180 0.1353 0.1535
H -3.1171 2.3857 3.3542 -0.0873 -0.2433 0.5908
H -1.5818 2.6059 1.5514 -0.0082 -0.0504 -0.0399
H -0.8303 1.0180 1.9289 -0.0514 0.0921 -0.1956
Br 5.7106 -1.2009 3.2112 0.2175 -0.4137 -0.2401
C 5.0471 -2.9116 2.4922 -0.6522 0.2395 0.0402
C 4.0754 -2.5857 1.3737 -0.0322 -0.2374 -0.5591
Br 2.8495 -4.0817 0.9520 0.6493 0.2271 0.2348
H 4.5876 -3.3853 3.3525 -0.1474 -0.0634 -0.1082
H 5.8521 -3.5345 2.1150 0.2451 0.2193 0.1870
H 4.6204 -2.4019 0.4519 -0.0037 -0.0444 -0.0195
H 3.4465 -1.7229 1.5316 -0.2327 0.0514 0.3840
Br -1.7892 -2.7987 -2.0351 0.5654 -0.0215 0.4288
C -0.5876 -2.8958 -0.4698 0.1413 0.9251 -0.3073
C -1.2722 -2.1225 0.6317 -0.3149 -0.9256 0.1623
Br -0.1561 -2.3080 2.2538 -0.2961 0.2842 -0.0489
H 0.3473 -2.3665 -0.6566 -0.0551 -0.1396 -0.6063
H -0.3455 -3.9328 -0.2686 -0.3411 -0.0589 0.2251
H -2.2312 -2.5796 0.8643 0.0180 0.1917 0.2159
H -1.4049 -1.0672 0.4120 0.1511 0.0109 -0.0746
```
Forces are in eV/Å.

Computed properties:
orbital gap = 3.56 eV
E = -464581.2480 eV
total charge = -2
HOMO = -0.00841 Ha

No. 2
C3H5NO | ωB97M-V/def2-TZVPD

XYZ file:
```
10
Properties=species:S:1:pos:R:3:forces:R:3
C 0.9302 0.8789 0.2720 -0.6887 -0.1206 1.9579
O -0.0375 0.8967 -0.7183 0.2309 -0.2186 -0.5095
C -0.9854 -0.0564 -0.4511 -0.5387 0.2658 2.2498
C -0.5161 -1.4572 -0.5439 0.2565 -0.5047 0.2165
N -0.1322 -2.5454 -0.4981 -0.2939 0.7765 -0.1757
H 1.5759 1.7796 0.1075 -0.6982 -0.7853 0.7769
H 1.5299 -0.0521 0.2998 -0.1826 0.4245 -0.1982
H 0.1645 0.7254 1.3279 2.6072 1.1449 -1.9234
H -1.8467 0.1203 -1.1449 0.4386 -0.2085 1.1730
H -1.0378 0.1214 0.9297 -1.1312 -0.7739 -3.5672
```
Forces are in eV/Å.

Computed properties:
orbital gap = 11.82 eV
energy relative to the best compared isomer or geometry (same formula, charge and spin) = 69.2 kcal/mol
E = -6726.5704 eV
HOMO = -0.41099 Ha